Molecular formula: C10H34O7
Method: DFT, ωB97M-V/def2-TZVPD

Structure (XYZ):
```
51
Properties=species:S:1:pos:R:3:mulliken_charge:R:1
C 3.722 1.798 -0.356 -1.322
C 2.968 1.149 0.885 0.261
O 3.487 1.652 2.096 -0.588
H 3.695 2.878 -0.210 0.397
H 3.237 1.462 -1.272 0.278
H 4.785 1.646 -0.166 0.359
H 2.890 0.062 0.858 0.229
H 1.950 1.521 0.774 0.002
H 3.013 1.122 2.740 0.393
C -4.855 1.981 2.758 -1.155
C -3.344 2.386 2.793 -0.023
O -2.512 1.619 3.608 -0.487
H -5.393 2.295 3.653 0.322
H -5.100 0.939 2.550 0.315
H -5.204 2.576 1.915 0.345
H -3.382 3.467 2.925 0.274
H -3.040 2.056 1.800 0.117
H -1.638 1.974 3.429 0.288
C -1.406 -0.816 0.521 -0.957
C -0.272 -0.036 -0.075 0.396
O -0.673 0.124 -1.378 -0.611
H -1.556 -1.754 -0.014 0.352
H -2.330 -0.241 0.581 0.077
H -0.887 -1.118 1.430 0.298
H 0.686 -0.555 -0.048 0.073
H -0.147 0.975 0.312 0.108
H -0.415 -0.546 -2.015 0.320
C 1.110 -1.931 -4.603 -0.914
O 0.250 -1.485 -3.612 -0.572
H 1.474 -2.930 -4.365 0.348
H 0.832 -1.827 -5.651 0.365
H 1.968 -1.259 -4.561 0.271
H -0.601 -1.729 -3.983 0.271
C 1.724 -0.767 3.552 -0.281
O 2.094 0.452 4.192 -0.616
H 2.561 -1.458 3.655 0.295
H 1.159 -1.350 4.280 0.365
H 1.322 -0.713 2.540 -0.099
H 1.409 1.099 4.011 0.326
C -4.577 -0.982 -1.714 -0.726
O -3.315 -1.100 -2.361 -0.452
H -5.125 -1.841 -2.104 0.279
H -4.510 -1.270 -0.665 0.282
H -5.204 -0.091 -1.673 0.289
H -2.692 -0.571 -1.858 0.358
C 4.037 -1.504 -2.561 -0.773
O 2.729 -1.164 -1.981 -0.303
H 4.383 -0.901 -3.401 0.337
H 4.735 -1.470 -1.725 0.263
H 3.987 -2.519 -2.955 0.335
H 1.969 -1.303 -2.551 0.292
```

Calculated values
Highest occupied orbital energy ... -0.352 Ha
Molecular weight ... 266.375 g mol⁻¹
SMILES ... CCO.CCO.CCO.CO.CO.CO.CO
LUMO energy ... 0.0159 Eh
Calculated total energy ... -927.89060 hartree
Maximum force ... 3.59 eV/A
Orbital gap ... 10.009 eV
Charge ... 0